Record 1
ORCA calculation (wB97M-V/def2-TZVPD) on C4H7NO in the gas phase.

Geometry as XYZ:
```
13
Properties=species:S:1:pos:R:3:forces:R:3:lowdin_charge:R:1
C -1.61153 -0.35212 -1.22375 0.0 0.0 -0.1 0.0122
C -0.38757 -0.11032 -0.41937 -0.1 0.0 0.1 -0.4528
N 0.13130 -0.92876 0.52483 -0.1 0.0 -0.2 0.0240
C 1.46678 -0.28852 0.76067 0.1 0.1 0.1 -0.2241
C 0.86244 1.07249 0.89193 0.3 0.1 0.0 -0.1527
O 0.04105 1.11263 -0.26692 -0.1 -0.1 -0.1 0.0156
H -2.49450 -0.17595 -0.59467 0.1 0.0 -0.1 0.0963
H -1.64213 -1.38386 -1.57653 0.0 0.1 0.0 0.0852
H -1.65612 0.33530 -2.07156 0.0 -0.1 0.1 0.0890
H 1.90758 -0.69004 1.67300 -0.1 0.1 -0.1 0.1139
H 2.13586 -0.45436 -0.10277 -0.1 0.1 0.1 0.1144
H 1.42377 2.00078 0.96951 0.0 -0.1 0.0 0.0917
H -0.17693 -0.13729 1.43561 -0.1 0.0 0.0 0.1873
```
Forces are in eV/Å.

Computed properties:
- energy relative to the best compared isomer or geometry (same formula, charge and spin) (kcal/mol) = 102.00
- strongest force on any atom (eV/A) = 0.4
- total energy (eV) = -7795.2214
- HOMO energy (eV) = -8.0

***

Record 2
ORCA calculation (wB97M-V/def2-TZVPD) on a molecular structure, C3HCl2N2O2 at a distorted geometry.

Geometry as XYZ:
```
10
Properties=species:S:1:pos:R:3:forces:R:3:lowdin_charge:R:1
C -0.35655 -0.09357 0.72749 0.0 -1.6 -1.8 -0.1527
C -1.32751 -0.82017 -0.04917 0.2 0.6 3.1 -0.5594
C -1.95909 1.35830 0.39628 1.9 -1.7 1.4 -0.6823
N -0.62087 1.16280 0.90274 -3.3 2.8 -0.5 -0.0911
N -2.41323 0.06104 0.06296 -1.2 -1.0 -1.2 -0.3566
O -1.24830 -1.96848 -0.40032 -0.7 -1.5 -1.2 0.0221
O -2.58323 2.34680 0.26350 -1.4 2.1 0.0 0.0326
Cl 0.31465 2.75247 -0.51894 0.7 0.3 -0.1 0.0606
Cl -4.05465 -0.45327 -0.18047 1.4 0.8 0.0 0.6494
H 0.59468 -0.46902 0.72180 2.5 -0.7 0.3 0.0775
```
Forces are in eV/Å.

Computed properties:
- strongest force on any atom (eV/A) = 4.3
- 2S+1 = 3
- total charge = -1
- total energy (eV) = -35245.9509
- HOMO energy (spin up / spin down) (eV) = -2.9 / -5.7

***

Record 3
ORCA calculation (wB97M-V/def2-TZVPD) on a molecular structure, C29H54ClOPZr at a distorted geometry.

Geometry as XYZ:
```
87
Properties=species:S:1:pos:R:3:forces:R:3:lowdin_charge:R:1
Zr -0.89726 -0.80426 0.38468 0.7 4.6 -2.3 1.1249
P 1.71434 -1.25198 -0.28378 0.2 1.3 0.2 1.0816
Cl -0.11602 -1.11746 2.60516 0.2 -0.4 0.9 0.0191
C 2.03916 1.69898 -1.44563 1.5 -0.5 2.0 -0.1497
H 3.08898 1.76852 -1.71613 -0.1 -0.3 -0.1 0.0411
H 1.77903 1.74139 -0.38105 0.3 0.7 -0.3 0.0368
C 0.71850 -2.97622 -0.15431 0.9 1.0 0.6 -0.4433
C 2.97095 -1.06180 1.13207 -0.4 -0.7 0.1 -0.4257
C 1.72388 -4.01227 -0.64278 -0.4 -0.9 -0.3 -0.2363
H 0.56391 -3.08342 0.93619 0.2 -0.2 -0.3 0.0583
C 1.25753 -5.44291 -0.36135 0.1 0.2 0.3 -0.1853
H 1.85362 -3.88178 -1.72259 0.0 -0.2 0.3 0.0912
H 2.70674 -3.86179 -0.18381 -0.5 0.0 -0.1 0.0789
C -0.15296 -5.71424 -0.86881 0.1 0.0 -0.7 -0.1985
H 1.96774 -6.14009 -0.81943 -0.1 0.0 0.2 0.1163
H 1.28511 -5.59386 0.72844 0.0 -0.1 -0.2 0.1205
C -1.15817 -4.61251 -0.52929 -0.5 0.6 0.6 -0.1806
H -0.12372 -5.85265 -1.96554 0.0 0.1 0.3 0.1202
H -0.50313 -6.66371 -0.45347 -0.1 0.1 -0.1 0.1126
C -0.67727 -3.15590 -0.82958 0.8 -1.0 -0.5 -0.2394
H -2.11660 -4.78943 -1.03647 0.2 0.0 0.0 0.1160
H -1.38677 -4.65980 0.54766 0.1 0.0 -0.2 0.1206
H -0.57714 -3.02218 -1.92340 -0.2 0.2 0.5 0.1290
H -1.53900 -2.49161 -0.45511 0.1 -1.1 -0.6 0.0423
C 2.82340 -1.31496 -1.82123 -0.1 -0.2 -0.3 -0.3906
C 4.03283 0.04086 0.91565 0.1 -0.1 -0.2 -0.1902
H 2.30565 -0.72613 1.94034 0.2 0.0 -0.1 0.0340
C 4.88722 0.24692 2.18489 -0.9 -0.3 0.2 -0.1869
H 4.70608 -0.22903 0.09111 -0.2 0.1 0.2 0.0993
H 3.54945 0.97911 0.62249 0.1 -0.2 0.1 0.0900
C 5.49309 -1.05165 2.72698 0.3 -0.1 -0.6 -0.2056
H 5.67222 0.96726 1.97433 0.1 0.1 0.0 0.1057
H 4.24119 0.68089 2.96800 0.2 0.0 -0.2 0.1186
C 4.49840 -2.21073 2.81839 -0.5 0.2 0.3 -0.1923
H 6.34309 -1.34850 2.08212 -0.3 0.1 0.1 0.1156
H 5.91458 -0.86591 3.71262 0.1 0.0 0.1 0.1027
C 3.61329 -2.38472 1.57701 0.6 0.1 0.0 -0.2186
H 5.03442 -3.14531 2.99346 0.0 0.0 0.1 0.1071
H 3.83984 -2.04130 3.68666 0.1 -0.1 -0.2 0.1183
H 4.24542 -2.78599 0.76808 -0.3 0.1 0.3 0.0940
H 2.84651 -3.13423 1.78863 0.0 0.0 0.1 0.1013
C 2.09764 -1.72783 -3.12063 0.1 0.3 0.0 -0.2051
H 3.06586 -0.23992 -1.90622 -0.2 -0.5 0.1 0.0703
C 2.98332 -1.48598 -4.34749 -0.1 -0.3 -0.2 -0.1884
H 1.84096 -2.78583 -3.07052 0.0 -0.1 -0.2 0.0888
H 1.15403 -1.18328 -3.25898 0.4 -0.1 0.1 0.0852
C 4.35754 -2.16393 -4.25015 0.0 0.4 0.2 -0.1972
H 2.44844 -1.87331 -5.23281 0.2 0.3 0.2 0.1145
H 3.11510 -0.40982 -4.48813 0.0 0.0 0.0 0.1132
C 5.06018 -1.88603 -2.91117 -0.2 -0.3 -0.1 -0.1827
H 4.24152 -3.23748 -4.38079 -0.1 -0.2 0.0 0.1060
H 4.99587 -1.80802 -5.06786 -0.1 -0.1 0.1 0.1080
C 4.14231 -2.10042 -1.69902 0.2 0.1 0.0 -0.2116
H 5.92359 -2.55984 -2.80965 -0.1 0.2 0.0 0.1122
H 5.44464 -0.86534 -2.90377 0.0 0.1 0.0 0.1132
H 3.92796 -3.16107 -1.60707 0.1 -0.2 -0.1 0.0939
H 4.70408 -1.81499 -0.79853 -0.3 -0.1 -0.5 0.0766
C -0.30945 0.42548 -1.56518 -0.9 -0.2 0.0 -0.2867
C 0.98429 1.74786 -2.33177 -2.3 -1.8 -0.3 -0.3103
H 0.09506 -0.40773 -2.15968 0.3 0.2 0.2 -0.0253
C 0.25815 3.08712 -2.52731 -0.6 0.2 0.0 -0.1853
H 1.04758 1.17684 -3.27791 0.7 0.7 0.0 0.1061
C -1.11833 3.11840 -1.87221 -0.2 0.1 -0.2 -0.2233
H 0.88138 3.89930 -2.11564 -0.2 -0.4 -0.1 0.1045
H 0.19779 3.28287 -3.61814 -0.2 -0.1 0.4 0.1121
C -2.09072 2.12273 -2.50204 -0.1 -0.4 0.1 -0.1955
H -1.00151 2.89683 -0.80816 0.1 -0.2 -0.2 0.0811
H -1.55104 4.11839 -1.91201 0.0 0.2 -0.2 0.1078
C -1.70480 0.64645 -2.19447 0.4 -0.4 -0.9 -0.2906
H -3.11399 2.29380 -2.13244 0.4 0.1 -0.3 0.0779
H -2.11998 2.24006 -3.60280 0.0 0.2 0.5 0.1111
H -2.51800 0.19018 -1.59815 -0.1 -0.1 0.3 0.0639
H -1.72659 0.06862 -3.14732 -0.2 0.4 0.4 0.0983
C -4.09153 1.87051 0.56266 -0.1 0.5 -0.2 -0.0318
C -2.92099 1.66329 1.50589 0.6 -0.7 -0.3 -0.6660
C -2.13828 2.94809 1.71159 -0.3 0.6 -0.2 -0.0303
C -3.37814 1.11076 2.85226 0.2 0.2 0.2 -0.0479
O -2.06018 0.67574 0.87858 -0.2 -0.4 0.5 -0.4460
H -4.83836 2.55858 0.99327 0.3 -0.2 -0.1 0.0966
H -4.56183 0.91370 0.35890 -0.2 -0.1 0.0 0.0833
H -3.74094 2.28626 -0.39478 -0.2 -0.1 0.5 0.0596
H -2.74961 3.66135 2.28528 0.2 -0.2 -0.1 0.0933
H -1.21955 2.76619 2.25291 0.2 -0.1 0.2 0.0867
H -1.87988 3.43472 0.76162 -0.1 -0.2 0.3 0.0649
H -3.93726 0.18800 2.72753 -0.1 -0.2 -0.1 0.0790
H -2.51288 0.89825 3.49284 -0.1 0.1 -0.2 0.0746
H -4.02265 1.83520 3.36892 0.1 -0.1 -0.1 0.0884
```
Forces are in eV/Å.

Computed properties:
- strongest force on any atom (eV/A) = 5.2
- total energy (eV) = -56084.3616
- HOMO energy (spin up / spin down) (eV) = -4.8 / -4.8

***

- Which of these has the lowest strongest force on any atom?
  C4H7NO